The following is a quantum chemistry calculation of 17 unconnected molecules or ions with the total composition H33O16S, from the OMol25 dataset.

Each line ends with the natural charge from an NBO analysis.
Element x y z (Å)
S: 3.17 -3.46 -0.57  -0.383
H: 3.52 -2.23 -0.97  0.190
H: -2.63 -2.62 -0.84  0.472
H: -1.54 -2.29 0.17  0.497
O: -1.72 -2.85 -0.61  -0.987
H: 2.15 -0.20 -0.27  0.497
H: 2.85 0.28 -1.50  0.507
O: 3.06 -0.08 -0.59  -1.020
H: 1.06 0.03 -2.87  0.497
H: 1.27 1.47 -2.41  0.498
O: 1.76 0.72 -2.82  -1.008
H: 2.54 1.08 2.12  0.502
H: 3.20 1.15 0.69  0.506
O: 2.98 1.69 1.49  -1.029
H: 0.05 2.44 1.54  0.497
H: 1.57 2.66 1.25  0.513
O: 0.67 3.03 1.10  -1.009
H: -0.01 -2.07 1.79  0.510
H: 0.71 -3.12 2.68  0.472
O: 0.89 -2.39 2.08  -0.988
H: -0.61 2.73 -1.63  0.515
H: 0.54 2.94 -0.52  0.513
O: 0.38 2.65 -1.48  -1.038
H: -3.51 1.15 0.62  0.502
H: -2.27 1.71 1.37  0.508
O: -3.10 2.02 0.89  -1.017
H: -0.03 0.45 0.65  0.502
H: 0.49 1.21 -0.62  0.509
O: 0.43 0.30 -0.17  -1.028
H: -2.05 -0.24 -2.54  0.504
H: -2.79 1.10 -2.28  0.501
O: -2.94 0.14 -2.44  -1.010
H: -0.16 -0.53 -1.54  0.508
H: -0.62 -1.81 -2.12  0.509
O: -0.40 -0.91 -2.42  -1.013
H: -1.18 1.21 3.07  0.479
H: -1.34 -0.25 1.91  0.509
O: -0.97 0.97 2.19  -1.175
H: -3.54 -0.27 -0.90  0.506
H: -3.02 -0.80 0.49  0.487
O: -3.79 -0.44 0.04  -1.013
H: 0.62 0.46 2.75  0.488
H: 1.42 -0.86 2.80  0.500
O: 1.45 0.07 3.09  -1.014
H: -2.81 3.48 -1.76  0.480
H: -2.61 2.45 -0.54  0.517
O: -2.32 2.71 -1.50  -1.024
H: 2.23 -3.08 0.31  0.176
H: -2.12 -1.68 2.38  0.478
O: -1.57 -1.35 1.67  -1.093

The calculation puts the energy relative to the best compared isomer or geometry (same formula, charge and spin) at 0.00 kJ/mol. As for the charge: -1.

***

The following is a quantum chemistry calculation of 17 unconnected molecules or ions with the total composition H33O17, from the OMol25 dataset.

Each line ends with the natural charge from an NBO analysis.
Element x y z (Å)
O: -1.21 -1.88 -1.69  -0.958
H: -1.26 -2.69 -1.16  0.454
H: -1.63 -1.29 -1.05  0.512
O: -1.04 0.77 2.44  -0.997
H: -0.98 0.43 1.53  0.511
H: -0.41 1.47 2.56  0.484
O: -0.74 3.05 -2.16  -1.024
H: 0.14 3.41 -2.08  0.466
H: -0.78 2.28 -1.49  0.520
O: -3.12 4.35 -1.66  -0.972
H: -3.15 3.97 -0.78  0.460
H: -2.43 3.75 -2.02  0.495
O: 2.08 2.38 4.05  -0.932
H: 1.43 2.60 3.38  0.466
O: -0.96 -1.18 4.36  -1.022
H: -0.18 -2.45 -3.87  0.472
H: -0.67 -1.99 4.00  0.480
O: -2.28 0.35 0.19  -1.037
H: -1.50 0.97 0.21  0.530
H: -2.80 0.21 0.98  0.482
O: -3.52 -1.09 -4.20  -0.942
H: -2.74 -1.00 -3.63  0.475
H: 1.68 2.79 4.83  0.466
O: 0.89 -1.71 -0.22  -0.965
H: 0.86 -1.04 -0.92  0.494
H: 0.03 -2.11 -0.34  0.456
O: 1.60 2.17 -4.26  -0.947
H: 1.11 1.67 -4.93  0.463
H: 0.85 2.23 -3.64  0.477
O: -0.09 1.74 -0.01  -1.317
H: 0.62 2.22 -0.43  0.439
H: 2.92 0.03 3.48  0.487
O: 3.10 -2.40 0.67  -0.963
H: 3.03 -2.14 -0.24  0.461
H: 2.25 -2.16 1.04  0.497
O: 2.55 -0.39 2.71  -0.974
H: 1.91 0.12 2.21  0.488
H: -1.17 -0.37 3.87  0.520
O: -3.53 3.35 3.04  -0.947
H: -2.80 2.76 2.87  0.481
H: -4.31 2.80 3.03  0.465
O: -0.12 -2.38 -4.84  -0.934
H: -1.04 -2.67 -4.96  0.463
H: -3.84 -0.19 -4.05  0.467
O: 6.27 -1.12 -0.76  -0.945
H: 5.66 -0.63 -1.31  0.465
H: 5.67 -1.69 -0.26  0.481
O: 1.33 -6.13 1.64  -0.927
H: 0.47 -5.74 1.80  0.456
H: 1.84 -5.43 2.07  0.471

The calculation puts the energy relative to the best compared isomer or geometry (same formula, charge and spin) at 341.76 kJ/mol. As for the charge: -1.

***

The following is a quantum chemistry calculation of 17 unconnected molecules or ions with the total composition H33O17, from the OMol25 dataset.

Each line ends with the natural charge from an NBO analysis.
Element x y z (Å)
O: -4.78 1.52 2.90  -0.969
H: -5.02 0.71 2.43  0.469
H: -4.02 1.33 3.50  0.498
O: -2.30 0.05 2.92  -0.987
H: -1.60 -0.32 3.46  0.483
H: -2.60 -0.55 2.23  0.505
O: 2.27 -4.21 -2.72  -0.956
H: 3.01 -3.63 -2.47  0.470
H: 1.78 -4.10 -1.89  0.477
O: -2.93 1.46 -3.45  -0.937
H: -2.75 1.83 -4.33  0.467
H: -3.70 0.93 -3.75  0.477
O: 0.11 -0.87 -0.90  -1.057
H: 1.77 -1.90 -3.74  0.465
O: -0.43 1.50 -2.04  -1.005
H: 4.13 -1.75 0.33  0.475
H: -1.26 1.73 -2.48  0.484
O: -2.78 2.13 1.18  -0.934
H: 4.13 3.06 2.57  0.461
H: -3.11 3.03 1.22  0.475
O: -1.03 -3.44 2.46  -0.995
H: -0.25 -3.71 2.93  0.484
H: -0.63 -1.42 -1.20  0.488
O: 4.11 3.09 3.53  -0.925
H: -1.83 2.24 1.25  0.468
H: 3.22 2.64 3.39  0.464
O: 1.76 -2.98 1.97  -1.012
H: 0.95 -2.60 1.42  0.512
H: 2.18 -3.18 1.10  0.464
O: -3.25 -0.29 -0.16  -0.992
H: -3.50 0.60 0.20  0.506
H: 0.24 4.71 0.06  0.475
O: 1.60 -1.94 -4.69  -0.940
H: 1.28 -2.85 -4.49  0.472
H: 0.76 -1.63 -0.58  0.522
O: -0.37 5.44 -0.22  -0.972
H: 0.20 6.19 -0.40  0.464
H: -0.51 0.52 -1.90  0.499
O: 1.03 3.23 0.07  -0.951
H: 0.11 3.22 0.31  0.480
H: 1.23 2.65 -0.66  0.507
O: 4.38 -1.72 -0.61  -0.945
H: 3.52 -1.51 -0.96  0.470
H: -0.98 -3.64 1.52  0.506
O: 0.38 -3.20 -0.20  -1.295
H: -2.39 -0.29 -0.55  0.477
H: 0.69 -4.05 -0.50  0.414
O: 2.36 0.33 0.17  -0.949
H: 1.87 1.15 -0.05  0.459
H: 1.61 -0.26 0.22  0.481

The calculation puts the energy relative to the best compared isomer or geometry (same formula, charge and spin) at 372.53 kJ/mol. As for the charge: -1.

***

The following is a quantum chemistry calculation of 17 unconnected molecules or ions with the total composition H33O17, from the OMol25 dataset.

Each line ends with the natural charge from an NBO analysis.
Element x y z (Å)
O: 2.79 -1.40 1.94  -0.942
H: 1.88 -1.14 1.70  0.438
H: 3.12 -1.98 1.25  0.488
O: 2.18 -5.10 0.13  -0.945
H: 2.15 -4.68 0.99  0.485
H: 1.80 -5.97 0.20  0.488
O: 0.34 -4.54 -1.78  -0.954
H: 0.94 -4.85 -1.07  0.477
H: 0.04 -3.70 -1.42  0.451
O: -0.89 2.77 -0.40  -0.944
H: -0.22 2.17 -0.06  0.446
H: -1.66 2.20 -0.58  0.497
O: -2.89 3.94 1.72  -0.960
H: -0.63 2.48 -2.73  0.483
O: -2.00 1.22 4.67  -0.928
H: -2.81 -0.02 0.79  0.495
H: -1.61 0.59 4.06  0.462
O: 3.40 -1.50 -1.98  -0.935
H: -1.56 -1.68 -2.09  0.470
H: 2.65 -2.08 -2.05  0.472
O: -5.28 3.22 0.36  -0.945
H: -5.03 2.64 1.08  0.459
H: -2.26 4.59 2.00  0.480
O: -2.44 -1.85 -1.75  -0.942
H: 3.23 -0.60 -1.73  0.468
H: -0.32 1.18 -3.45  0.469
O: 0.51 -0.82 -1.63  -0.866
H: 1.06 -1.61 -1.52  0.461
H: -2.54 -1.24 -1.01  0.467
O: -0.05 -2.18 2.02  -0.901
H: 0.53 -1.46 1.79  0.428
H: 0.73 -0.35 -0.78  0.440
O: -0.69 2.05 -3.59  -0.952
H: 2.03 2.56 -0.83  0.455
H: 0.61 1.65 -5.28  0.476
O: 1.21 0.26 0.49  -0.511
H: 2.04 0.79 0.40  0.472
H: -2.44 3.10 1.60  0.481
O: 1.07 -0.41 4.50  -0.924
H: 1.58 -0.03 3.77  0.466
H: 1.31 -1.34 4.46  0.463
O: -2.47 0.60 0.14  -0.948
H: -1.52 0.57 0.18  0.462
H: -4.72 3.99 0.53  0.485
O: 1.55 1.87 -5.24  -0.945
H: 0.19 -2.35 2.93  0.472
H: 1.54 2.82 -5.36  0.468
O: 2.93 2.83 -1.03  -0.912
H: 3.42 2.04 -1.26  0.464
H: -2.80 0.75 4.93  0.466

Its expectation value of S² is 0.76. The calculation puts the energy relative to the best compared isomer or geometry (same formula, charge and spin) at 51.53 kJ/mol. As for the spin multiplicity: 2. As for the charge: 0.